[1]
This record from OMol25 describes a gas-phase ion, C21H43ClNO (charge +1) in a non-equilibrium geometry. The level of theory is ωB97M-V with the def2-TZVPD basis set.

Each line ends with the Löwdin charge.
Atoms and positions in Å:
C 4.3268 -0.4171 1.3521  -0.099
C 3.4284 0.6520 1.9954  -0.250
C 3.9010 2.0934 1.7662  -0.219
C 3.0605 2.8391 0.7522  -0.208
C 1.5955 2.9686 1.1746  -0.207
C 1.0133 4.3836 1.0198  -0.194
C -0.3064 4.4080 0.2469  -0.196
C -1.3408 3.4100 0.7875  -0.194
C -1.7798 2.3499 -0.2469  -0.210
C -3.2663 2.0155 -0.1651  -0.192
C -3.6605 1.1069 1.0173  -0.186
C -4.2549 -0.2875 0.7224  -0.193
C -3.6661 -1.1567 -0.3909  -0.178
C -2.1315 -1.3356 -0.3841  -0.118
C -1.6633 -2.8052 -0.3730  -0.208
N -0.7652 -3.0489 0.7984  0.164
C 0.2927 -4.1248 0.4152  -0.303
O 0.2237 -5.1552 1.3508  0.048
C -0.0997 -4.4899 -0.9831  -0.044
C -0.7220 -3.1566 -1.5227  -0.222
C 0.4486 -2.1756 -1.7706  -0.173
C 0.5554 -1.7950 -3.2433  -0.276
C 1.9557 -1.3588 -3.5838  -0.603
Cl 1.9841 -0.5144 -5.1501  0.582
H 5.1819 0.0075 0.8456  0.067
H 4.6987 -1.1060 2.0974  0.063
H 3.7913 -1.0338 0.6350  0.046
H 3.4189 0.4655 3.0616  0.097
H 2.4030 0.5118 1.6622  0.082
H 3.9286 2.6566 2.6906  0.110
H 4.9291 2.0491 1.4265  0.102
H 3.4951 3.8153 0.5775  0.105
H 3.1167 2.3133 -0.1926  0.110
H 0.9682 2.2575 0.6450  0.089
H 1.5597 2.7127 2.2293  0.109
H 1.7281 4.9657 0.4499  0.099
H 0.9012 4.8960 1.9675  0.112
H -0.0921 4.2813 -0.8086  0.107
H -0.7255 5.4032 0.3451  0.106
H -0.8635 2.8547 1.5875  0.092
H -2.1941 3.9026 1.2363  0.111
H -1.5729 2.7011 -1.2508  0.105
H -1.1421 1.4876 -0.1028  0.079
H -3.6360 1.6321 -1.1079  0.104
H -3.7680 2.9651 -0.0286  0.105
H -4.4454 1.6306 1.5474  0.106
H -2.8491 1.0286 1.7319  0.101
H -4.1606 -0.8657 1.6405  0.106
H -5.3188 -0.2171 0.5454  0.111
H -3.9527 -0.7735 -1.3596  0.109
H -4.0991 -2.1474 -0.3112  0.102
H -1.7105 -0.8068 0.4654  0.108
H -1.7480 -0.8405 -1.2582  0.107
H -2.4936 -3.4884 -0.4272  0.157
H -0.2351 -2.2423 1.1251  0.178
H -1.3731 -3.3296 1.5708  0.193
H 1.2408 -3.6103 0.5051  0.157
H 0.3920 -4.7790 2.2305  0.123
H -0.9227 -5.1951 -0.9470  0.138
H 0.7603 -4.8239 -1.5403  0.139
H -1.2121 -3.2631 -2.4782  0.150
H 0.3489 -1.2397 -1.2244  0.114
H 1.4056 -2.5931 -1.4698  0.110
H 0.3259 -2.6485 -3.8708  0.116
H -0.1443 -0.9992 -3.4754  0.109
H 2.3634 -0.7077 -2.8302  0.072
H 2.5726 -2.2326 -3.7203  0.074

Its net charge is +1. For the frontier orbital gap, the calculation gives 9.493 eV. Its SMILES is CCCCCCCCCCCCCC[C@@H]1[NH2+][C@@H](O)C[C@@H]1CCCCl.

[2]
This record from OMol25 describes 5 unconnected molecules or ions with the total composition C21H43N2O8 in a non-equilibrium geometry. The level of theory is ωB97M-V with the def2-TZVPD basis set.

Each line ends with the Löwdin charge.
Atoms and positions in Å:
N 4.7044 -5.5682 0.7830  0.087
C 5.0023 -4.3301 0.9006  -0.193
C 4.7195 -3.4410 -0.3501  -0.147
O 4.9063 -2.0255 -0.1402  0.013
C 3.9406 -1.4646 0.6631  -0.428
O 4.2519 -0.5005 1.3098  0.159
C 2.4701 -1.9606 0.7443  -0.053
C 1.8234 -2.3332 1.9924  0.087
C 0.4595 -2.8249 1.9094  0.032
N -0.1735 -2.9302 0.7010  -0.008
C -1.5632 -3.4813 0.6172  -0.090
O -1.4621 -4.6964 -0.1280  -0.135
O -0.7949 -5.6420 0.6258  -0.002
C 0.4028 -2.5551 -0.5135  0.039
C 1.7548 -2.0570 -0.5557  0.047
H 4.9532 -6.0594 1.6480  0.059
H 5.4742 -3.9841 1.8548  0.134
H 5.4713 -3.7450 -1.1313  0.150
H 3.7200 -3.7308 -0.7566  0.115
H 2.4118 -2.2412 2.9272  0.148
H -0.0797 -3.1261 2.8296  0.147
H -2.2582 -2.8212 0.0500  0.162
H -1.9241 -3.7610 1.6395  0.158
H -0.0644 -5.9805 0.0689  0.131
H -0.1549 -2.6762 -1.4710  0.162
H 2.2504 -1.7625 -1.5079  0.146
C 0.8274 1.4278 -0.3247  -0.055
C 0.6543 2.0479 1.0534  -0.472
C 1.4845 3.3123 1.2001  -0.044
O 1.0448 1.1011 2.0569  -0.065
H 1.8719 1.1447 -0.4973  0.083
H 0.2328 0.5135 -0.4074  0.071
H 0.5202 2.1173 -1.1119  0.063
H -0.3997 2.2795 1.2215  0.122
H 2.5499 3.0939 1.0805  0.087
H 1.3586 3.7402 2.1966  0.086
H 1.1971 4.0612 0.4594  0.085
H 1.9781 0.8889 1.9189  0.074
C -4.2158 2.4187 0.0129  -0.047
C -2.9762 1.7401 -0.5486  -0.504
C -2.5261 2.3680 -1.8417  -0.062
O -3.2511 0.3531 -0.7722  -0.069
H -5.0548 2.3338 -0.6839  0.088
H -4.5274 1.9398 0.9438  0.068
H -4.0320 3.4769 0.2092  0.087
H -2.1651 1.7968 0.1804  0.102
H -3.2956 2.2861 -2.6157  0.091
H -1.6409 1.8496 -2.2155  0.056
H -2.2824 3.4243 -1.7047  0.093
H -3.9672 0.2901 -1.4162  0.091
C -3.1285 -0.2174 2.6143  -0.054
C -2.3620 -0.7490 3.8028  -0.476
C -2.3553 0.2426 4.9542  -0.049
O -1.0083 -1.0300 3.4063  -0.087
H -2.6687 0.7010 2.2377  0.074
H -3.1109 -0.9386 1.7937  0.065
H -4.1683 -0.0069 2.8716  0.093
H -2.8070 -1.6909 4.1335  0.140
H -1.8727 1.1787 4.6581  0.087
H -1.7874 -0.1535 5.7985  0.084
H -3.3701 0.4646 5.2894  0.087
H -0.5998 -0.2005 3.1128  0.069
C 0.1856 2.4556 -5.8740  -0.058
C 0.0126 3.0769 -4.4974  -0.491
C 0.8406 4.3440 -4.3549  -0.056
O 0.4059 2.1326 -3.4930  -0.092
H 1.2294 2.1761 -6.0463  0.083
H -0.4056 1.5412 -5.9591  0.080
H -0.1242 3.1460 -6.6607  0.085
H -1.0417 3.3062 -4.3277  0.131
H 1.9064 4.1280 -4.4762  0.084
H 0.7157 4.7739 -3.3585  0.078
H 0.5503 5.0908 -5.0961  0.085
H 1.3373 1.9217 -3.6331  0.090

Its net charge is +1. For the frontier orbital gap, the calculation gives 7.920 eV.

[3]
This record from OMol25 describes 6 unconnected molecules or ions with the total composition C21H43N3O9 in a non-equilibrium geometry. The level of theory is ωB97M-V with the def2-TZVPD basis set.

Each line ends with the Löwdin charge.
Atoms and positions in Å:
C 4.1340 0.4457 3.8137  -0.026
O 2.9867 1.2572 3.6622  -0.001
C 2.1245 0.7938 2.7953  -0.665
O 2.2345 -0.2470 2.1977  0.098
O 1.1504 1.6851 2.7134  -0.007
C 0.0461 1.4113 1.7853  0.001
H 4.8108 0.6089 2.9719  0.107
H 3.9056 -0.6112 3.8817  0.055
H 4.6133 0.7728 4.7291  0.100
H 0.3553 1.6917 0.7732  0.078
H -0.7468 2.0838 2.0966  0.065
H -0.3184 0.3870 1.8361  0.082
C -4.4828 -1.9888 1.4212  -0.078
O -3.7876 -1.6665 0.2150  -0.172
C -2.5521 -2.2200 0.1578  -0.267
C -1.9761 -2.0512 -1.2440  -0.189
O -0.6644 -2.4832 -1.3004  -0.091
C 0.2175 -1.6951 -0.6025  -0.231
C 1.5308 -2.3627 -0.4055  -0.210
O 2.0822 -2.8143 -1.6110  -0.153
C 3.4067 -3.1185 -1.5120  -0.149
H -4.9991 -1.0970 1.7960  0.082
H -3.8281 -2.4340 2.1622  0.087
H -5.3193 -2.6833 1.2092  0.091
H -2.5557 -3.3114 0.3386  0.140
H -1.8194 -1.8694 0.8993  0.113
H -2.0355 -1.0199 -1.6219  0.127
H -2.5273 -2.6929 -1.9286  0.132
H -0.1111 -1.5198 0.4398  0.104
H 0.3284 -0.6782 -1.0060  0.129
H 1.3948 -3.1832 0.3203  0.135
H 2.2665 -1.6794 0.0361  0.109
H 3.7923 -3.1828 -2.5307  0.091
H 3.5797 -4.1026 -1.0499  0.090
H 3.9940 -2.3648 -0.9692  0.090
C -2.0474 -0.9513 -6.0394  -0.071
O -1.4805 0.3360 -5.7276  -0.168
C -2.3711 1.1483 -5.0501  -0.265
C -1.7080 2.4255 -4.6665  -0.204
O -0.5156 2.1729 -3.9635  -0.123
C -0.3123 2.9743 -2.8299  -0.211
C 1.0181 2.5942 -2.2536  -0.186
O 1.2336 3.4032 -1.0809  -0.187
C 2.4792 3.0992 -0.5186  -0.139
H -2.7677 -0.8408 -6.8544  0.088
H -2.5187 -1.3641 -5.1361  0.084
H -1.2231 -1.6053 -6.2913  0.086
H -2.7724 0.6551 -4.1393  0.121
H -3.2650 1.3729 -5.6674  0.133
H -2.3685 3.0518 -4.0506  0.124
H -1.4765 3.0111 -5.5704  0.135
H -1.0778 2.8125 -2.0403  0.132
H -0.3393 4.0472 -3.0860  0.138
H 1.8068 2.8000 -2.9889  0.136
H 1.0187 1.5441 -1.9463  0.119
H 3.3470 3.2726 -1.1574  0.090
H 2.5583 2.1095 -0.0243  0.082
H 2.5701 3.7364 0.3737  0.095
C 0.9001 1.7877 6.2146  -0.054
C 0.4376 0.5301 5.6456  -0.290
N 0.0578 -0.4132 5.1682  0.156
H 1.8705 2.0728 5.8243  0.071
H 0.9888 1.7126 7.3000  0.083
H 0.1431 2.5436 6.0028  0.090
C -4.6100 1.9665 -0.8019  -0.058
C -3.8419 1.9272 0.4427  -0.266
N -3.2392 1.9204 1.4174  0.152
H -4.6797 2.9822 -1.1723  0.079
H -5.6295 1.6593 -0.5183  0.090
H -4.2509 1.2528 -1.5297  0.068
C 3.1519 -3.3793 2.9976  -0.058
C 4.0289 -3.1279 4.1410  -0.294
N 4.7629 -2.9320 4.9869  0.133
H 2.7661 -2.4355 2.6175  0.047
H 2.3586 -4.0678 3.2656  0.085
H 3.7668 -3.8654 2.2371  0.085

For the frontier orbital gap, the calculation gives 10.083 eV. Its SMILES is COC(=O)OC.COCCOCCOC.COCCOCCOC.CC#N.CC#N.CC#N.

[4]
This record from OMol25 describes 5 unconnected molecules or ions with the total composition C21H43NO5 in a non-equilibrium geometry. The level of theory is ωB97M-V with the def2-TZVPD basis set.

Each line ends with the Löwdin charge.
Atoms and positions in Å:
C -3.2509 -5.4049 0.6914  -0.038
C -4.2406 -4.7472 1.6961  -0.514
C -5.7507 -5.0714 1.4336  -0.008
C -3.8110 -5.4146 2.9793  -0.149
C -4.4455 -4.7764 4.2926  -0.129
C -3.8765 -3.3477 4.2686  -0.165
C -4.3114 -2.5749 3.0044  -0.464
C -5.8476 -2.1674 3.1218  -0.027
C -3.4534 -1.2599 3.0058  -0.036
N -3.9355 -3.3295 1.7935  -0.122
O -4.0757 -2.5908 0.6075  -0.006
H -3.5134 -5.2131 -0.3490  0.078
H -2.2197 -5.1026 0.8739  0.085
H -3.3229 -6.4860 0.8100  0.080
H -6.2038 -4.4519 0.6596  0.083
H -5.8688 -6.1293 1.1995  0.080
H -6.3373 -4.9348 2.3422  0.055
H -4.1601 -6.4460 2.9284  0.114
H -2.7213 -5.4305 2.9961  0.116
H -5.5339 -4.7664 4.2330  0.091
H -4.0881 -5.2175 5.2230  0.104
H -2.7897 -3.2924 4.3310  0.115
H -4.2069 -2.7926 5.1466  0.114
H -6.1591 -1.7487 2.1649  0.072
H -6.1548 -1.3257 3.7425  0.074
H -6.6102 -2.9273 3.2921  0.060
H -3.8313 -0.5138 2.3069  0.078
H -2.3941 -1.4920 2.8952  0.083
H -3.6137 -0.8968 4.0210  0.075
H -3.2113 -2.3815 0.2461  0.104
C 0.1984 8.7028 -7.3750  -0.023
C 0.5751 7.7604 -8.5310  -0.470
C 1.8742 6.9814 -8.3305  -0.031
O -0.0566 7.7167 -9.5830  0.047
H -0.7962 8.6673 -6.9305  0.081
H 0.5437 9.6825 -7.7053  0.088
H 0.8201 8.3343 -6.5590  0.060
H 1.9901 6.4607 -7.3800  0.079
H 2.6701 7.7220 -8.4087  0.088
H 1.8592 6.2842 -9.1682  0.081
C -1.3491 7.3653 -0.3846  -0.026
C -1.0795 8.3856 0.7074  -0.520
C -2.1666 8.6203 1.6848  -0.026
O -0.0392 9.0303 0.7036  0.047
H -2.3486 7.5291 -0.7873  0.083
H -1.2014 6.4086 0.1164  0.089
H -0.5926 7.4494 -1.1648  0.081
H -2.7302 9.3729 1.1334  0.098
H -1.7995 8.9249 2.6649  0.095
H -2.8687 7.7888 1.6247  0.080
C 3.3533 -0.9515 -0.2905  -0.029
C 2.8822 0.2344 -1.0873  -0.482
C 3.7908 1.4735 -1.1144  -0.028
O 1.8797 0.3115 -1.7617  0.063
H 3.8228 -1.7490 -0.8665  0.087
H 2.5645 -1.4578 0.2659  0.082
H 4.0734 -0.7200 0.4943  0.073
H 3.9916 1.6657 -0.0604  0.073
H 3.2024 2.3153 -1.4792  0.077
H 4.7007 1.3720 -1.7059  0.083
C 10.8078 -5.2337 1.6532  -0.035
C 10.7179 -5.1163 0.1387  -0.448
C 9.3700 -4.5588 -0.4277  -0.023
O 11.6335 -5.5143 -0.5896  0.041
H 11.8354 -5.5319 1.8613  0.081
H 10.0296 -5.8547 2.0969  0.083
H 10.6658 -4.2747 2.1514  0.077
H 9.2745 -3.5387 -0.0556  0.076
H 8.5591 -5.1484 0.0002  0.072
H 9.2817 -4.6769 -1.5077  0.076

For the frontier orbital gap, the calculation gives 8.679 eV. Its SMILES is CC1(C)CCCC(C)(C)N1O.CC(C)=O.CC(C)=O.CC(C)=O.CC(C)=O.